Molecular formula: C38H41N5O16
Method: DFT, wB97M-V/def2-TZVPD

XYZ file:
```
100
Properties=species:S:1:pos:R:3:forces:R:3:lowdin_charge:R:1
O 11.584046 -21.506471 -1.454269 0.0 0.4 0.6 0.0725
N 11.873547 -22.369459 -2.249602 -0.7 0.0 -1.0 -0.3524
O 12.709751 -22.250150 -3.130784 -0.1 -0.1 0.5 0.0748
C 11.090206 -23.614016 -2.207363 0.1 -1.9 -0.9 -0.1148
C 11.695121 -24.722754 -2.823053 0.2 0.2 0.0 -0.0127
C 11.104891 -25.978249 -2.808415 -1.4 0.5 0.5 -0.0546
C 9.812314 -26.068057 -2.262791 0.1 -0.1 0.1 -0.0471
C 9.183943 -24.944509 -1.734854 -0.8 -1.3 0.2 -0.0823
C 9.781467 -23.750329 -1.706539 2.5 3.2 -0.2 -0.0208
H 12.603157 -24.615607 -3.397849 0.3 0.3 0.4 0.1140
H 11.601454 -26.827557 -3.253942 -0.1 0.0 0.0 0.1051
H 9.218613 -26.970144 -2.250604 0.3 -0.4 -0.1 0.1042
H 8.199311 -24.921416 -1.291720 -0.2 -0.7 -0.2 0.1026
H 9.266701 -22.854969 -1.390720 0.0 -0.1 0.4 0.1022
O 2.989840 -15.865952 -0.494446 -0.1 -0.9 2.9 0.0690
N 3.223829 -15.909784 -1.654873 -1.1 2.0 -2.0 -0.3586
O 3.502201 -14.881950 -2.267117 0.6 -1.1 -0.8 0.0775
C 2.898657 -17.148510 -2.371467 -0.3 -0.4 -0.3 -0.1628
C 3.318177 -17.342375 -3.671126 0.8 -0.1 -0.5 -0.0006
C 3.093045 -18.573119 -4.273680 -0.3 -0.8 0.7 -0.0394
C 2.309591 -19.525122 -3.603360 0.6 0.0 -1.8 -0.0765
C 1.771559 -19.252027 -2.397864 0.0 -0.7 1.4 -0.0894
C 2.120146 -18.106613 -1.739862 -0.3 1.3 0.9 -0.0116
H 3.883171 -16.571828 -4.174567 0.1 0.0 0.0 0.1223
H 3.590282 -18.927351 -5.164566 -0.1 0.6 -0.3 0.1116
H 2.106707 -20.493813 -4.035647 0.2 0.0 -0.3 0.1134
H 1.273332 -20.039171 -1.851432 -0.5 0.1 0.0 0.1079
H 1.702413 -17.914047 -0.762712 0.3 0.1 0.2 0.1255
O 3.854780 -20.418333 2.800039 -0.5 1.5 2.4 0.0684
N 3.520915 -20.045419 3.950199 -0.4 -2.5 -0.3 -0.2846
O 3.213304 -20.852730 4.855908 0.8 1.7 -1.6 0.0644
C 3.403500 -18.609155 4.272755 -0.4 1.0 -0.5 -0.1262
C 3.539160 -17.665179 3.243073 0.3 -0.8 0.4 -0.0012
C 3.365203 -16.322331 3.513283 0.7 0.6 -1.4 -0.0880
C 3.013010 -15.834578 4.730934 -0.5 -1.2 2.3 -0.0672
C 2.877528 -16.775681 5.771214 -0.7 -1.1 -0.6 -0.0542
C 3.015110 -18.167274 5.548320 0.4 0.7 -0.6 0.0078
H 3.784630 -17.937957 2.227327 0.1 -0.4 0.1 0.0946
H 3.592863 -15.629083 2.717055 -0.3 0.1 -0.3 0.1092
H 2.752897 -14.814321 4.971362 0.3 0.2 -0.4 0.1099
H 2.465270 -16.500597 6.730787 0.3 0.3 0.1 0.1004
H 2.796237 -18.878276 6.331252 0.1 0.0 0.0 0.1125
O 0.306779 -27.298427 -3.318663 -0.4 -0.1 -0.9 0.0851
N 1.237347 -27.842911 -2.778679 0.4 1.6 1.9 -0.3586
O 1.223364 -28.939516 -2.272721 0.2 -0.5 -0.5 0.0829
C 2.392519 -26.948391 -2.438452 2.4 0.2 0.1 -0.1146
C 3.376928 -27.412752 -1.549934 -1.1 -1.4 0.9 -0.0255
C 4.456796 -26.700817 -1.090178 0.1 1.8 -0.8 -0.0647
C 4.646257 -25.400884 -1.583647 -0.9 -1.0 -0.8 -0.0439
C 3.754238 -24.931684 -2.589850 1.1 -0.9 1.2 -0.0590
C 2.647163 -25.695240 -3.009172 -0.2 0.4 0.2 -0.0033
H 3.251898 -28.343629 -1.016799 -0.4 -0.4 -0.5 0.1139
H 5.153863 -27.101442 -0.369072 -0.2 -0.2 0.1 0.1046
H 5.492988 -24.841218 -1.214550 -0.1 0.4 -0.2 0.0904
H 4.067047 -23.986638 -3.008724 -0.7 0.2 -0.3 0.0948
H 1.958124 -25.248635 -3.710732 -0.1 -0.2 -0.2 0.1116
O 5.389116 -21.400810 -2.604964 1.1 0.7 1.4 0.0388
N 6.206732 -21.449768 -1.666312 -1.5 -0.8 -0.3 -0.2924
O 6.921989 -22.429771 -1.504556 -0.1 1.2 0.3 0.0544
C 6.191211 -20.347214 -0.615651 -0.3 1.6 -0.2 -0.0883
C 7.020010 -20.453720 0.496224 0.4 -0.2 -1.2 0.0022
C 7.144942 -19.405327 1.403842 0.0 -0.2 -0.2 -0.0516
C 6.460553 -18.219430 1.222423 -0.3 -1.0 0.0 -0.0666
C 5.556034 -18.126623 0.158274 0.5 0.2 -0.5 -0.0730
C 5.426309 -19.136636 -0.794803 0.9 -1.7 0.5 0.0296
H 7.716455 -21.279056 0.509476 -0.2 -0.4 0.4 0.1081
H 7.829806 -19.524099 2.230437 0.1 0.0 0.0 0.0995
H 6.624081 -17.453398 1.965960 -0.3 0.4 -0.2 0.1102
H 5.054641 -17.183313 -0.000440 -0.3 0.0 0.0 0.0859
H 4.771320 -19.029432 -1.646807 0.0 0.0 0.0 0.0899
C 13.130228 -21.451630 1.988213 0.5 -0.4 0.0 -0.0563
C 11.858915 -22.296956 1.838580 1.6 -0.5 -0.1 -0.1780
O 10.944222 -21.912598 2.880115 0.1 0.4 -0.5 0.0271
C 9.712037 -22.337354 2.781749 -3.0 0.2 -0.9 -0.5104
O 9.210411 -23.089952 1.932572 1.5 1.9 2.5 0.0987
O 8.891343 -21.662677 3.720276 1.5 -0.7 -0.9 -0.0618
C 9.481425 -20.822960 4.764401 -0.5 -1.1 0.6 -0.0417
H 13.127733 -20.425299 1.621128 -0.8 0.1 0.4 0.0784
H 13.956337 -21.842010 1.393874 -0.2 -0.6 -0.2 0.0765
H 13.504583 -21.508681 3.010325 -0.2 0.3 0.1 0.0757
H 12.068488 -23.347334 2.040778 0.3 0.0 0.0 0.1298
H 11.514045 -22.282691 0.804670 -0.8 0.5 0.3 0.0987
H 8.707904 -20.808413 5.532209 -0.2 0.4 -0.3 0.0900
H 9.765025 -19.806503 4.491466 -0.1 -0.2 -0.5 0.0909
H 10.301133 -21.308602 5.293869 0.3 -0.1 -0.6 0.0891
C 6.521783 -25.119283 2.581934 0.0 0.4 -0.2 -0.0481
C 6.026485 -23.657590 2.877123 -0.2 -1.6 -0.6 -0.1417
O 5.570875 -23.187582 1.584009 0.6 0.5 0.3 0.0078
C 4.273066 -23.009631 1.328448 -1.2 -1.8 5.0 -0.7021
O 3.323900 -23.255730 2.050674 0.8 -0.4 0.0 0.1079
O 4.169832 -22.509751 0.196967 -0.8 2.9 -6.5 0.0236
C 2.882906 -22.363014 -0.467446 -1.1 -1.7 0.4 0.0003
H 6.997949 -25.626437 3.421081 0.0 0.2 0.1 0.0712
H 7.222046 -25.106744 1.746718 0.6 0.6 0.3 0.0558
H 5.816305 -25.820312 2.135881 -0.9 0.3 0.6 0.0603
H 6.858371 -23.052013 3.236753 0.0 0.1 -0.6 0.0924
H 5.230516 -23.530448 3.610856 -0.2 -0.5 -0.2 0.1195
H 2.901103 -22.166810 -1.539489 1.3 0.7 0.3 0.0749
H 2.112593 -21.756014 0.008226 0.8 0.5 0.5 0.0971
H 2.393989 -23.336534 -0.503743 0.2 -0.4 0.5 0.0895
```
Positions in Å, forces in eV/Å.

Calculated values
HOMO level	-9.8	eV
charge	0
energy	-80265.4771	eV

Molecular formula: C17H19HgN3S2Se
Method: DFT, wB97M-V/def2-TZVPD

XYZ file:
```
43
Properties=species:S:1:pos:R:3:forces:R:3:nbo_charge:R:1
Hg -0.083166 -0.674899 -0.848141 0.0 -0.1 -0.1 1.2352
C 3.288151 2.090490 -4.085702 -0.1 0.0 0.0 -0.7470
S 1.674298 1.721445 -4.808756 0.0 0.0 0.0 0.2111
C 0.936666 0.733842 -3.521349 0.0 0.1 0.0 -0.1152
S 0.990955 1.361449 -1.890121 0.0 0.0 0.0 -0.4965
N 0.346237 -0.323020 -3.957544 0.0 0.0 0.0 -0.3394
N -0.324662 -1.074917 -3.048984 -0.1 0.0 0.1 -0.5173
C -1.140683 -1.994179 -3.561764 0.0 0.0 0.0 -0.0369
C -1.990969 -2.771191 -2.753046 0.0 0.0 0.0 0.0902
C -2.841028 -3.768084 -3.306699 0.0 0.0 0.0 -0.2393
C -3.657174 -4.496350 -2.488272 0.0 0.0 0.0 -0.2019
C -3.647457 -4.251194 -1.100889 0.0 0.0 0.0 -0.3523
C -2.799517 -3.262030 -0.635851 0.0 0.0 0.0 0.0582
N -2.001216 -2.537002 -1.407922 0.1 0.0 0.0 -0.5436
H 3.795718 2.754423 -4.784562 0.0 0.0 0.0 0.2110
H 3.872115 1.179759 -3.962522 0.0 0.0 0.0 0.2094
H 3.172999 2.588793 -3.126791 0.0 0.0 0.0 0.2319
H -1.165048 -2.110815 -4.640815 0.0 0.0 0.0 0.1811
H -2.825483 -3.937296 -4.376784 0.0 0.0 0.0 0.2005
H -4.306645 -5.257428 -2.905346 0.0 0.0 0.0 0.1971
H -4.275994 -4.805897 -0.418646 0.0 0.0 0.0 0.2016
H -2.754939 -3.027906 0.424611 0.0 0.0 0.0 0.1896
C 1.440792 4.055385 4.197126 0.0 0.0 0.0 -0.6205
C 1.093315 2.745508 3.541126 0.0 0.0 0.0 -0.0242
C 2.052526 1.991607 2.884424 0.0 0.0 0.0 -0.2209
C 1.745480 0.781446 2.268589 0.0 0.0 0.0 -0.0582
C 2.836280 0.027896 1.563508 0.0 0.0 0.0 -0.6349
C 0.427443 0.308193 2.312751 0.0 -0.1 0.0 -0.0818
Se -0.010248 -1.410400 1.540612 -0.1 0.0 0.0 -0.3959
C -0.560965 1.061390 2.961493 0.0 0.0 0.0 -0.0648
C -1.998468 0.622862 3.037523 0.0 0.0 0.0 -0.6343
C -0.206841 2.263225 3.565709 0.0 0.0 0.0 -0.2232
H 2.492152 4.300945 4.047624 0.0 0.0 0.0 0.2077
H 1.252044 4.022303 5.272546 0.0 0.0 0.0 0.2080
H 0.843137 4.870535 3.784701 0.0 0.0 0.0 0.2122
H 3.073939 2.355014 2.838380 0.0 0.0 0.0 0.1939
H 3.786750 0.552314 1.665875 0.0 0.0 0.0 0.1988
H 2.614128 -0.071202 0.499010 0.0 0.0 0.0 0.2381
H 2.938127 -0.980759 1.966268 0.0 0.0 0.0 0.2243
H -2.283166 0.039000 2.165525 0.0 0.0 0.0 0.2405
H -2.655117 1.490081 3.118749 0.0 0.0 0.0 0.2027
H -2.164793 -0.007998 3.914688 0.0 0.0 0.0 0.2129
H -0.979674 2.844663 4.059671 0.0 0.0 0.0 0.1920
```
Positions in Å, forces in eV/Å.

Calculated values
HOMO level (spin up / spin down)	-2.5 / -4.6	eV
charge	-1
energy	-113601.0865	eV
2S+1	2

Molecular formula: C17H20Cl2N2O8W
Method: DFT, wB97M-V/def2-TZVPD

XYZ file:
```
50
Properties=species:S:1:pos:R:3:forces:R:3:nbo_charge:R:1
C 0.386735 -1.208291 -2.058293 -0.3 0.6 -0.3 -0.0337
C 1.242609 -0.058681 -2.211493 -0.7 0.0 -0.5 -0.0631
C 0.404219 1.109863 -2.201617 -0.2 -0.7 -0.2 -0.0624
C 2.673661 -0.077741 -2.604001 0.5 0.0 0.1 -0.6469
C -0.961536 0.671176 -2.092478 0.7 -0.2 0.0 0.0521
C -0.972284 -0.743932 -2.011111 0.8 0.3 -0.1 0.0356
C -2.194315 -1.582897 -1.974710 -0.2 -0.2 0.5 -0.6542
C 0.793701 -2.635759 -2.127722 0.1 -0.3 0.2 -0.6527
C 0.832312 2.506629 -2.469869 0.0 0.4 0.2 -0.6494
C -2.169674 1.527912 -2.155955 -0.3 0.3 0.4 -0.6576
W 0.453326 0.088015 -0.068115 -1.9 -0.4 2.4 1.7276
Cl 2.218889 1.643077 0.269520 -0.2 0.0 0.0 -0.3007
Cl 2.260359 -1.406337 0.478514 -0.4 0.3 -0.1 -0.3140
O -0.766490 1.561166 0.393192 1.0 -0.7 -0.1 -0.8991
H 3.121448 -1.054090 -2.418921 0.0 0.1 0.0 0.2432
H 3.243280 0.666086 -2.043638 0.0 -0.1 -0.1 0.2578
H 2.773198 0.155669 -3.670546 -0.1 -0.1 0.1 0.2319
H 1.802144 2.716623 -2.012561 -0.2 0.0 -0.2 0.2602
H 0.104646 3.210681 -2.052014 0.2 -0.1 -0.1 0.2383
H 0.902793 2.687922 -3.549545 0.0 -0.1 0.1 0.2344
H -1.966378 2.531896 -1.771644 0.0 -0.2 0.0 0.2509
H -2.982605 1.097090 -1.562243 0.2 0.1 -0.1 0.2411
H -2.531185 1.630292 -3.188335 0.2 -0.1 0.1 0.2444
H -2.978715 -1.090945 -1.389213 0.1 -0.2 -0.1 0.2419
H -1.982659 -2.557620 -1.526692 -0.1 0.2 0.0 0.2491
H -2.592103 -1.752288 -2.984862 0.2 0.1 0.1 0.2440
H 1.790285 -2.779667 -1.699835 -0.2 0.0 -0.1 0.2587
H 0.802863 -2.984952 -3.169266 0.0 0.2 0.2 0.2354
H 0.086130 -3.256650 -1.566743 0.2 0.1 -0.1 0.2419
H -0.561075 1.845712 1.303544 -0.1 -0.2 -0.2 0.5019
O -0.694754 -1.311808 0.586470 1.1 1.1 -0.4 -0.8799
H -0.541142 -1.538454 1.571393 0.1 0.2 -0.1 0.5208
O -0.227213 -1.520583 3.133922 0.5 1.4 -0.3 -0.6883
C 0.195403 -0.347562 3.322375 -0.4 -1.1 0.6 0.7890
O 0.640193 0.492949 2.487527 -0.5 -0.4 -1.6 -0.6974
C 0.177147 0.151169 4.759101 0.0 0.4 0.6 -0.1242
C -0.251717 1.450828 5.059656 0.0 0.0 0.5 -0.1174
C -0.306815 1.886727 6.400709 0.5 -1.7 -0.7 0.0109
C 0.142858 1.073133 7.448213 0.1 -0.1 -0.3 -0.1553
C 0.619616 -0.203736 7.125567 -0.5 0.9 -1.6 0.0736
C 0.593972 -0.683117 5.797413 0.0 0.1 0.5 -0.1221
N 1.198242 -1.036448 8.150292 1.1 -1.8 2.1 0.4894
O 1.218088 -0.610678 9.323624 -0.1 -0.6 -2.2 -0.3673
O 1.662353 -2.148462 7.819582 -0.9 2.1 0.5 -0.3652
N -0.876839 3.179458 6.682596 -1.1 2.7 0.6 0.5039
O -1.286333 3.866881 5.723719 0.8 -1.4 1.6 -0.3729
O -0.948785 3.560999 7.868430 0.3 -0.9 -2.1 -0.3643
H -0.561686 2.126546 4.265354 0.1 -0.2 0.2 0.2589
H 0.140394 1.426318 8.474156 0.0 -0.1 -0.2 0.2809
H 0.916240 -1.702421 5.585254 -0.1 0.3 0.1 0.2703
```
Positions in Å, forces in eV/Å.

Calculated values
HOMO level	-10.0	eV
charge	0
energy	-64182.4867	eV

Molecular formula: C22H41BN6O3SSiSn
Method: DFT, wB97M-V/def2-TZVPD

XYZ file:
```
76
Properties=species:S:1:pos:R:3:forces:R:3:lowdin_charge:R:1
H 2.093821 0.662375 -2.038288 0.0 -0.2 -0.4 0.0588
N 0.272599 1.201703 -2.933202 -0.1 0.4 0.2 -0.1338
B -1.606146 2.080111 -4.388579 0.6 -0.1 0.4 -0.4227
N -0.160887 1.486791 -4.198541 0.0 -0.3 0.4 -0.0033
C 0.847965 1.226056 -5.042600 0.0 0.0 0.0 -0.0040
Sn -0.945728 1.590463 -1.227999 2.1 -1.9 -1.9 1.2995
H 0.717917 1.380302 -6.112529 0.1 -0.1 0.4 0.1510
C 1.949741 0.794951 -4.307491 0.2 0.0 0.3 0.0014
H 2.924257 0.491290 -4.649887 -0.1 0.1 -0.2 0.1198
C 1.563387 0.824465 -2.970861 -0.6 0.2 -0.8 -0.1031
H -1.859758 2.268612 -5.540739 0.0 0.0 0.2 0.1349
C -2.065860 2.153524 1.007552 0.4 1.3 0.1 -0.0316
H -1.816393 1.811981 2.020649 0.2 -0.2 -0.4 0.0769
H -2.818897 1.485752 0.574847 0.2 -0.1 -0.2 0.0519
H -2.470841 3.171600 1.058196 0.0 -0.3 -0.1 0.0719
N -1.637031 3.411471 -3.555468 0.1 -0.2 0.2 -0.0016
N -2.624655 1.108913 -3.707003 0.2 -0.3 0.0 -0.0035
N -1.363749 3.409082 -2.209902 -0.1 1.0 0.5 -0.0984
N -2.548867 0.765546 -2.381776 -0.2 0.1 0.8 -0.0867
C -1.870656 4.670391 -3.949392 0.1 -0.4 0.3 0.0058
C -3.665990 0.466426 -4.259150 0.3 0.0 1.0 0.0115
H -2.091797 4.884142 -4.991955 0.0 -0.1 0.3 0.1550
H -3.868429 0.603549 -5.309805 -0.1 -0.1 0.1 0.1490
C -1.761549 5.511546 -2.848087 0.2 -0.3 0.5 0.0064
C -4.302571 -0.279499 -3.264665 0.3 0.1 0.5 0.0136
C -1.429375 4.697784 -1.766395 -0.4 -0.5 -1.6 -0.0511
C -3.585068 -0.054844 -2.082564 0.1 0.4 -1.4 -0.0677
H -1.903115 6.571389 -2.826490 0.0 0.2 0.0 0.1202
H -5.164741 -0.906611 -3.375598 -0.2 0.0 0.0 0.1198
H -1.232867 4.952262 -0.749552 0.1 0.1 0.4 0.1236
H -3.751205 -0.391656 -1.072220 0.0 -0.2 0.0 0.1186
H -1.012378 2.265022 0.497560 -1.7 0.3 2.2 -0.0812
C -0.497951 0.280410 5.181396 -0.1 0.0 0.1 -0.0275
C 0.614518 0.248414 4.137475 0.0 0.1 0.2 -0.6348
C 1.118244 1.664393 3.868274 0.1 0.1 0.2 -0.0359
C 1.733814 -0.634615 4.671098 0.3 -0.1 0.2 -0.0236
O 0.026737 -0.305882 2.930604 0.2 0.4 -1.0 -0.1446
Si 0.595019 -0.645501 1.414882 -1.1 -4.0 2.9 -0.0985
S 1.128342 0.979521 0.300503 -0.7 2.5 -2.4 0.5862
O 1.836758 -1.715001 1.623275 0.1 1.3 -0.6 -0.1665
C 3.278488 -1.879440 1.344065 -0.3 0.1 0.0 -0.6086
C 3.998207 -0.535745 1.457120 0.2 -0.2 0.1 -0.0403
C 3.821114 -2.862385 2.386316 0.0 0.0 0.0 -0.0107
C 3.467491 -2.438314 -0.068830 0.1 -0.1 0.1 -0.0252
O -0.739961 -1.323658 0.677995 0.7 0.8 -0.2 -0.1967
C -1.077893 -2.714480 0.361346 0.1 0.0 0.1 -0.6178
C -1.014545 -2.857384 -1.157341 0.1 -0.1 0.0 -0.0150
C -0.102811 -3.665840 1.032489 0.1 -0.7 -0.1 -0.0287
C -2.479126 -2.969477 0.907771 0.0 0.0 0.0 -0.0163
H -0.117822 0.722703 6.112917 -0.1 -0.1 -0.3 0.1000
H -0.841791 -0.736634 5.402383 0.0 0.2 -0.1 0.0977
H -1.351407 0.877556 4.842245 0.1 -0.1 0.0 0.0838
H 1.515454 2.085427 4.807196 -0.1 -0.1 -0.4 0.1066
H 1.917214 1.677257 3.112964 -0.1 0.0 0.2 0.0648
H 0.297639 2.309638 3.524890 0.2 -0.1 0.1 0.0805
H 1.396113 -1.674586 4.759445 0.1 0.2 -0.1 0.1057
H 2.635027 -0.591940 4.048965 -0.3 -0.1 0.1 0.0562
H 2.012871 -0.282600 5.678217 -0.1 -0.1 -0.4 0.1068
H 3.875928 -0.102568 2.464165 0.1 -0.1 -0.4 0.0825
H 5.076460 -0.724247 1.286795 -0.5 0.3 0.1 0.1088
H 3.622889 0.166908 0.692908 0.3 -0.2 0.3 0.0420
H 3.348800 -3.850497 2.278799 0.1 0.3 0.1 0.0984
H 4.907475 -2.979741 2.233660 -0.4 0.0 0.1 0.1033
H 3.656042 -2.490590 3.408748 0.0 -0.1 -0.4 0.0824
H 3.017250 -3.439599 -0.164290 0.1 0.4 0.0 0.0901
H 3.043173 -1.752484 -0.820219 0.1 -0.3 0.2 0.0775
H 4.553440 -2.532360 -0.253385 -0.5 0.0 0.0 0.1038
H 0.007684 -2.677926 -1.520613 -0.2 -0.1 0.1 0.0921
H -1.310261 -3.874460 -1.449459 0.1 0.3 0.0 0.1042
H -1.688289 -2.148027 -1.653519 0.0 -0.1 0.1 0.0614
H -0.105557 -3.534599 2.121226 0.1 0.0 -0.2 0.1054
H -0.415034 -4.698814 0.821757 0.0 0.3 0.1 0.1097
H 0.918218 -3.553314 0.650186 -0.4 0.0 0.2 0.0683
H -2.476630 -2.898648 2.001855 0.0 0.0 -0.2 0.1005
H -3.209650 -2.255449 0.514068 0.1 0.0 0.0 0.0695
H -2.802811 -3.980311 0.631590 0.0 0.2 0.1 0.1019
```
Positions in Å, forces in eV/Å.

Calculated values
HOMO level	-14.7	eV
charge	+2
energy	-63773.6688	eV